Record 1
ORCA calculation (ωB97M-V with the def2-TZVPD basis set) on a cluster of 9 separate species, C45H105F9N5O17 in total.

Properties
HOMO: -0.2471 hartree
DFT total energy: -4228.46088 Eh
maximum force: 3.1 eV/A
charge: +1

Last column: Löwdin charge in e.
Atoms and positions in Å:
C 1.92854 -4.69154 -4.19966  -0.569
O 1.64772 -4.90994 -2.80803  -0.116
O 0.98476 -5.24272 -4.91806  -0.173
C 2.10751 -3.19762 -4.49104  -0.496
F 1.22123 -2.39836 -3.80322  0.062
F 3.34956 -2.77237 -4.04368  0.070
F 2.03364 -2.86885 -5.77964  0.138
C 2.71745 -5.16585 -1.94820  -0.282
C 2.14247 -5.51955 -0.59389  -0.073
H 1.47948 -6.38168 -0.63762  0.086
H 2.93985 -5.77103 0.11651  0.064
H 1.64349 -4.67031 -0.10610  0.047
H 3.44339 -4.34914 -1.87899  0.098
H 3.26131 -6.06675 -2.26580  0.127
H 2.89736 -5.18384 -4.43723  0.144
C 5.52630 -5.30796 3.46865  -0.573
O 5.48052 -4.33603 2.37937  -0.088
O 6.76607 -5.48881 3.77370  -0.141
C 4.71352 -4.83997 4.69288  -0.481
F 4.90079 -3.54801 5.09277  0.097
F 3.32327 -4.98704 4.47882  0.013
F 4.94304 -5.66981 5.73631  0.119
C 4.29246 -3.89216 1.80670  -0.313
C 4.68220 -3.26843 0.44156  -0.066
H 3.69658 -3.17480 -0.03643  0.034
H 5.12073 -2.27705 0.53817  0.068
H 5.32479 -3.96438 -0.08576  0.087
H 3.82422 -3.07598 2.39102  0.093
H 3.56710 -4.67652 1.55757  0.080
H 4.98827 -6.23790 3.14690  0.141
C -2.85289 2.96691 -3.75435  -0.552
O -3.89099 2.04177 -3.44696  -0.076
O -2.60204 2.98094 -5.02803  -0.139
C -3.32735 4.27166 -3.07418  -0.494
F -4.21342 4.98356 -3.77593  0.157
F -3.89947 4.02373 -1.83856  0.074
F -2.27763 5.11619 -2.78090  0.070
C -3.50610 0.73266 -3.22828  -0.275
C -4.72217 -0.05179 -2.74822  -0.054
H -4.59716 -1.10403 -3.00965  0.091
H -4.92876 0.01576 -1.67904  -0.009
H -5.61562 0.25112 -3.29750  0.103
H -2.70787 0.60592 -2.47168  0.101
H -3.14691 0.18969 -4.11265  0.125
H -1.94424 2.66923 -3.16951  0.124
C 1.20249 -1.54710 0.54588  -0.039
C 0.41608 -0.28785 0.89906  -0.577
C -0.18360 0.29923 -0.38666  -0.069
O -0.56138 -0.45641 1.89423  -0.322
H 0.53404 -2.26482 0.05812  0.055
H 1.61054 -2.05764 1.42428  0.063
H 2.05237 -1.31210 -0.09307  0.093
H 1.16756 0.43068 1.30533  0.106
H 0.57804 0.27750 -1.17009  0.075
H -0.62956 1.27442 -0.17634  0.062
H -0.96138 -0.37088 -0.76126  0.054
C 0.72553 1.21169 8.04210  -0.055
O 0.12488 1.20031 6.75823  -0.186
C 0.40655 2.29360 5.96366  -0.235
C 0.21069 1.87348 4.51891  -0.105
N 0.68682 0.49647 4.32588  0.033
H 0.27462 -0.13595 5.03333  0.156
H 0.33712 0.14308 3.39965  0.113
C 2.14715 0.28184 4.50507  -0.093
C 2.37631 -1.18493 4.70840  -0.171
O 1.44569 -1.53873 5.72240  -0.215
C 1.79247 -2.76229 6.37798  -0.052
H 1.78644 1.47893 7.92565  0.097
H 0.80967 0.19187 8.41302  0.097
H 0.19276 1.86614 8.72571  0.097
H 1.45904 2.59677 6.07341  0.122
H -0.22848 3.15644 6.19161  0.138
H 0.62814 2.51556 3.75006  0.127
H -0.86458 1.80677 4.32141  0.125
H 2.55097 0.93376 5.27803  0.128
H 2.61989 0.69015 3.60719  0.136
H 3.41310 -1.38967 4.97443  0.142
H 2.05829 -1.70514 3.79758  0.108
H 2.73852 -2.76244 6.91911  0.104
H 1.76629 -3.53769 5.60284  0.071
H 0.97838 -3.03674 7.05100  0.095
C 4.42866 7.35994 -1.16439  -0.060
O 3.36135 6.62306 -0.57774  -0.208
C 3.66782 6.17409 0.72359  -0.209
C 2.40319 5.57221 1.31744  -0.090
N 1.52599 5.03803 0.23386  0.062
H 0.67849 4.79762 0.75061  0.183
H 1.33628 5.81629 -0.41582  0.178
C 2.03140 3.82109 -0.46552  -0.076
C 1.25549 3.65836 -1.73478  -0.224
O 1.44745 4.85187 -2.41930  -0.165
C 0.90702 4.84526 -3.70523  -0.096
H 5.37277 6.81429 -1.08225  0.100
H 4.53252 8.37419 -0.76989  0.099
H 4.17607 7.46013 -2.21909  0.098
H 3.93389 7.03711 1.34667  0.140
H 4.51046 5.47522 0.68417  0.135
H 1.83439 6.33980 1.83662  0.138
H 2.71945 4.84016 2.05865  0.137
H 1.93372 2.95551 0.18724  0.135
H 3.08054 3.98961 -0.68929  0.143
H 0.19880 3.36484 -1.66090  0.129
H 1.69433 2.81494 -2.29063  0.137
H 1.17574 5.75733 -4.22563  0.101
H -0.19006 4.77268 -3.71178  0.084
H 1.13275 3.97287 -4.33498  0.072
C -0.84183 -5.81222 4.65002  -0.093
O -0.53509 -4.49042 4.30633  -0.205
C 0.28782 -4.31147 3.16920  -0.177
C -0.59071 -4.27961 1.95028  -0.081
N -1.68066 -3.26209 2.15209  0.058
H -2.08649 -3.42868 3.08331  0.170
H -1.25650 -2.30307 2.26036  0.139
C -2.73605 -3.21986 1.11979  -0.083
C -2.15724 -2.92074 -0.22219  -0.270
O -1.45594 -3.99835 -0.74085  -0.164
C -0.99412 -3.58453 -2.03538  -0.054
H -0.09178 -6.50492 4.24180  0.104
H -1.79050 -6.18155 4.24422  0.088
H -0.82392 -5.95932 5.72667  0.094
H 1.03759 -5.10234 3.13841  0.137
H 0.73946 -3.32832 3.29630  0.106
H -1.12773 -5.21416 1.79260  0.149
H -0.08598 -4.00550 1.02896  0.094
H -3.39023 -2.38958 1.37913  0.100
H -3.25080 -4.17693 1.13740  0.151
H -1.47143 -2.06670 -0.15064  0.085
H -2.95447 -2.63403 -0.90625  0.130
H -0.10639 -2.95073 -1.96633  0.074
H -1.74949 -3.00121 -2.58225  0.093
H -0.80123 -4.45956 -2.65312  0.102
C 0.10887 0.34739 -3.97013  -0.096
O -0.36757 -0.04054 -5.22532  -0.167
C 0.43386 -0.03271 -6.36607  -0.185
C 0.61051 1.37476 -6.94662  -0.092
N -0.73047 1.97459 -7.20251  0.064
H -1.18589 1.29487 -7.82118  0.181
H -1.31567 2.01783 -6.34176  0.137
C -0.74891 3.26649 -7.97168  -0.072
C 0.17804 4.26815 -7.35964  -0.208
O 1.47643 4.08552 -7.91905  -0.176
C 2.38283 4.93556 -7.27202  -0.112
H 0.77280 -0.39148 -3.51908  0.077
H -0.75579 0.58386 -3.36289  0.054
H 0.67919 1.29340 -4.03411  0.077
H -0.10509 -0.63984 -7.09727  0.142
H 1.39657 -0.50651 -6.16309  0.130
H 1.14724 1.27543 -7.88637  0.145
H 1.13622 1.97319 -6.20999  0.118
H -1.79288 3.56943 -7.92935  0.144
H -0.40339 3.02907 -8.97578  0.144
H 0.17950 4.18675 -6.26566  0.105
H -0.11855 5.29742 -7.59203  0.142
H 2.23092 6.00164 -7.48290  0.097
H 3.39216 4.74443 -7.63491  0.097
H 2.39731 4.81806 -6.18477  0.068
C -6.70988 -0.84104 0.11166  -0.048
O -5.35300 -0.66132 0.50939  -0.211
C -4.82196 0.60053 0.21324  -0.230
C -3.40649 0.62500 0.72541  -0.068
N -3.32455 0.67539 2.24161  0.080
H -2.31969 0.48022 2.41172  0.118
H -3.51014 1.64067 2.53508  0.164
C -4.21535 -0.18369 3.11053  -0.085
C -5.44492 0.57107 3.52126  -0.235
O -5.01779 1.66673 4.26185  -0.185
C -6.10243 2.26122 4.97235  -0.063
H -7.29094 0.00327 0.49650  0.097
H -7.13983 -1.72490 0.58629  0.097
H -6.75389 -1.02361 -0.96315  0.095
H -5.39670 1.44451 0.62163  0.143
H -4.81860 0.71264 -0.87850  0.065
H -2.87757 1.48395 0.32191  0.132
H -2.84360 -0.26591 0.46528  0.101
H -3.54071 -0.42144 3.93152  0.140
H -4.48840 -1.09278 2.58882  0.110
H -6.00178 -0.16852 4.11267  0.146
H -6.07963 0.84576 2.67667  0.124
H -5.71037 3.10553 5.52578  0.094
H -6.60806 1.52089 5.59086  0.097
H -6.83312 2.65123 4.25394  0.098

---

Record 2
ORCA calculation (ωB97M-V with the def2-TZVPD basis set) on a structure of composition C45H108Cl2CuN6O11V.

Properties
HOMO: -0.3049 hartree
DFT total energy: -6440.28016 Eh
maximum force: 4.1 eV/A

Last column: Löwdin charge in e.
Atoms and positions in Å:
Cu 0.19094 -1.35811 0.98042  0.398
O 3.69606 1.48654 -2.98440  -0.451
V 2.84145 0.15238 -2.86115  0.084
O 2.73547 -0.14057 -4.39797  -0.448
Cl 0.85890 0.59030 -2.30786  0.194
Cl 3.60196 -1.44164 -1.58279  0.109
C -2.81142 1.62154 1.03607  -0.052
C -1.35322 1.45955 0.81795  -0.235
O -0.72310 0.30007 1.49633  -0.138
H -3.34969 2.18048 0.27245  0.082
H -3.05432 1.88627 2.03794  0.068
H -3.17530 0.65336 0.83708  0.047
H -0.84364 2.34427 1.24057  0.097
H -1.14317 1.44345 -0.24876  0.090
H -0.60855 0.63216 2.41520  0.042
C -0.78362 2.51065 6.19746  -0.055
C -1.03662 2.43324 4.65570  -0.211
O -0.60185 1.18614 4.00944  -0.090
H -0.84583 3.54947 6.59588  0.093
H 0.21292 2.24496 6.49095  0.061
H -1.53989 1.95217 6.69425  0.058
H -0.45555 3.21124 4.21425  0.079
H -2.05789 2.64240 4.39543  0.104
H -0.17953 0.62559 4.63642  0.057
C -1.85351 -3.92300 -0.88600  -0.063
C -0.76762 -3.00965 -1.49062  -0.276
O -0.99125 -1.70381 -0.93699  -0.150
H -1.76816 -4.94940 -1.32635  0.100
H -2.79354 -3.48612 -1.20935  0.046
H -1.83254 -3.89186 0.23430  0.081
H -0.88986 -2.88477 -2.56962  0.124
H 0.24837 -3.39957 -1.31966  0.068
H -0.71138 -1.09112 -1.62354  -0.017
C -0.52385 5.41787 0.31870  -0.054
C 0.97667 5.24217 0.44193  -0.488
C 1.43339 4.01586 -0.44279  -0.107
C 2.98727 3.96221 -0.44913  -0.161
C 3.48132 5.29511 -1.04067  -0.118
C 3.14491 6.49845 -0.16300  -0.497
N 1.64643 6.48341 0.08255  -0.084
O 1.26690 7.48644 1.01875  -0.060
C 3.89842 6.48795 1.19406  -0.015
C 3.41354 7.78747 -0.91022  -0.040
C 1.14003 4.81954 1.99723  -0.007
H -1.08170 4.57210 0.73099  0.066
H -0.82897 5.61482 -0.74520  0.100
H -0.70376 6.39515 0.80862  0.082
H 0.98283 3.08095 -0.08677  0.090
H 1.08037 4.26224 -1.45033  0.121
H 3.26076 3.06124 -1.01256  0.087
H 3.41473 3.86316 0.54786  0.060
H 3.12658 5.53385 -2.02036  0.112
H 4.56182 5.33936 -1.13711  0.123
H 4.07057 5.51752 1.64804  0.058
H 4.88082 6.86424 0.98378  0.074
H 3.35438 7.14949 1.89721  0.088
H 2.76667 7.83135 -1.81076  0.102
H 3.26685 8.60657 -0.22825  0.076
H 4.43074 7.81644 -1.23370  0.075
H 1.81371 3.97293 2.15573  0.053
H 0.18840 4.37671 2.30748  0.042
H 1.42151 5.77758 2.49542  0.084
H 0.64238 8.08717 0.58948  0.110
C -7.30493 -1.01336 -5.67863  -0.038
C -5.88843 -0.48860 -5.45281  -0.478
C -5.71894 0.70747 -6.41426  -0.154
C -4.49863 1.50419 -6.09488  -0.208
C -4.62562 2.10800 -4.68781  -0.121
C -4.76992 0.95521 -3.60962  -0.512
N -5.86224 0.08378 -4.05862  -0.068
O -6.12393 -0.93956 -3.07981  -0.031
C -3.39330 0.28300 -3.44075  -0.018
C -5.11188 1.63040 -2.25991  -0.033
C -4.84953 -1.60087 -5.67463  -0.012
H -8.03866 -0.24139 -5.50999  0.083
H -7.47899 -1.84405 -5.03308  0.064
H -7.45508 -1.35182 -6.68437  0.079
H -5.61938 0.34448 -7.45563  0.134
H -6.57293 1.37571 -6.32919  0.121
H -4.25682 2.32453 -6.83185  0.128
H -3.57995 0.91633 -6.18853  0.094
H -5.54394 2.67693 -4.47311  0.115
H -3.76340 2.78875 -4.44518  0.134
H -2.90311 0.81065 -2.61943  0.072
H -3.51313 -0.74529 -3.03664  0.078
H -2.84383 0.33860 -4.38254  0.080
H -6.08662 2.08101 -2.41347  0.083
H -5.07193 0.91062 -1.47594  0.052
H -4.39837 2.47619 -2.13660  0.092
H -4.05661 -1.22186 -6.33806  0.085
H -5.14935 -2.41391 -6.32219  0.078
H -4.48394 -2.08883 -4.79184  0.066
H -5.30367 -1.41609 -2.95565  0.045
C 5.35361 -1.15642 5.13220  -0.025
C 4.45428 -0.03514 4.51904  -0.515
C 4.91470 1.30386 5.06285  -0.162
C 4.30935 2.47574 4.36675  -0.165
C 4.75216 2.34340 2.90896  -0.147
C 4.43036 1.05382 2.19913  -0.479
N 4.78095 -0.06397 3.10524  -0.047
O 4.28506 -1.34847 2.50218  -0.068
C 2.92695 0.95813 1.78224  0.013
C 5.40565 0.94995 0.97385  -0.009
C 2.93115 -0.29028 4.88985  -0.015
H 6.35895 -0.68257 5.03760  0.085
H 5.30950 -2.09397 4.56453  0.074
H 5.16083 -1.20866 6.21877  0.085
H 4.65764 1.31931 6.14533  0.136
H 6.02188 1.32654 5.01044  0.130
H 4.69831 3.42170 4.72998  0.118
H 3.22485 2.52145 4.39417  0.099
H 5.81447 2.48377 2.80137  0.114
H 4.28729 3.16790 2.35604  0.097
H 2.29580 1.20925 2.60365  0.056
H 2.74754 1.87992 1.16244  0.081
H 2.66075 0.05019 1.31203  0.037
H 6.48336 1.09945 1.31450  0.105
H 5.20207 0.08836 0.33455  0.040
H 5.23026 1.89127 0.41331  0.082
H 2.40783 0.64410 4.88542  0.032
H 2.76794 -0.70641 5.92034  0.094
H 2.44624 -0.95771 4.13815  0.068
H 5.10174 -1.76804 2.20464  0.103
C 2.70830 -4.87687 2.01772  -0.026
C 1.48141 -3.97697 1.74722  -0.342
C 0.71412 -3.70324 3.08725  -0.202
O -0.49427 -3.00544 2.89810  -0.210
C -1.04403 -2.60636 4.13038  -0.100
N 1.72633 -2.60752 1.20280  0.047
H 3.31741 -4.51191 2.84455  0.080
H 3.20559 -4.89226 1.05955  0.068
H 2.34766 -5.88465 2.28381  0.092
H 0.79799 -4.50705 1.06809  0.139
H 1.34686 -3.16287 3.79429  0.117
H 0.48181 -4.65618 3.59091  0.133
H -0.44190 -1.95397 4.73725  0.072
H -1.29888 -3.47292 4.74927  0.094
H -1.97340 -2.06429 3.89147  0.103
H 2.12362 -2.66288 0.29063  0.012
H 2.49384 -2.24297 1.74449  0.053
C -5.28203 -1.56188 0.48945  -0.043
C -5.77344 -2.93123 0.89710  -0.444
C -5.20381 -4.01462 0.00342  -0.209
O -5.43819 -3.85203 -1.38244  -0.179
C -6.72506 -4.02944 -1.75922  -0.144
N -5.34918 -3.19456 2.26906  0.042
H -5.64022 -1.28033 -0.48239  0.055
H -4.17135 -1.48371 0.46169  0.087
H -5.54934 -0.86473 1.25686  0.073
H -6.83334 -2.99327 0.83087  0.121
H -5.56333 -4.99396 0.37714  0.134
H -4.10932 -4.01628 0.12810  0.090
H -7.42858 -3.46932 -1.11146  0.096
H -7.02531 -5.05661 -1.57136  0.088
H -6.84519 -3.75911 -2.79744  0.087
H -4.33767 -3.36268 2.33086  0.076
H -5.75594 -4.06424 2.57190  0.063
C 2.06696 -5.92423 -4.49908  -0.059
C 2.67336 -5.76412 -3.09850  -0.412
C 4.11796 -5.22984 -3.15176  -0.257
O 4.57662 -5.17796 -1.86003  -0.205
C 5.85407 -4.57641 -1.77755  -0.116
N 1.82534 -4.81748 -2.34024  0.040
H 2.79378 -6.32148 -5.19456  0.074
H 1.64904 -5.02117 -4.82710  0.054
H 1.23795 -6.64539 -4.42367  0.083
H 2.62029 -6.76564 -2.69182  0.130
H 3.97936 -4.21937 -3.61310  0.137
H 4.69083 -5.91052 -3.81499  0.133
H 5.83047 -3.51428 -2.24884  0.098
H 6.62418 -5.18655 -2.24991  0.080
H 6.11162 -4.44978 -0.71251  0.083
H 1.82346 -3.90477 -2.84969  0.085
H 2.18047 -4.72741 -1.41110  0.034